Entry 1:
Computed, not measured: a molecular structure, C2H8InN4O2 at a distorted geometry, with wB97M-V/def2-TZVPD.

```
! RIJCOSX wB97M-V def2-TZVPD def2/J DEFGRID3
* xyz 3 1
In -1.29766 -0.46932 -1.32041
C -0.41994 -3.37794 1.55837
O -0.51168 -2.38879 0.80992
N -1.55734 -4.09667 1.83757
N 0.70646 -3.93075 2.05740
H -2.41794 -3.60272 1.60059
H -1.36963 -5.09527 1.72725
H 0.70612 -4.65786 2.76700
H 1.57127 -3.54779 1.68089
C 0.37677 3.36352 -1.61118
O 0.09557 2.18211 -1.49285
N 1.60548 3.82473 -2.07032
N -0.41384 4.41665 -1.20154
H 2.20654 3.03714 -2.31758
H 1.90402 4.79264 -2.01078
H -1.11130 4.23897 -0.48289
H -0.07288 5.31131 -1.53145
*
```

E_LUMO: -0.6740 Eh
frontier orbital gap: 1.83 eV
HOMO level: -20.18 eV
energy relative to the best compared isomer or geometry (same formula, charge and spin): 38.8 kcal/mol
strongest force on any atom: 2.0 eV Å⁻¹

Need the Löwdin charges? In units of e they are: 1.221 -0.517 0.005 0.374 0.330 0.175 0.181 0.177 0.173 -0.508 -0.021 0.374 0.352 0.176 0.171 0.177 0.160


Entry 2:
Computed, not measured: 3 unconnected molecules or ions with the total composition C3H11NOS at a distorted geometry, with wB97M-V/def2-TZVPD.

```
! RIJCOSX wB97M-V def2-TZVPD def2/J DEFGRID3
* xyz 0 1
C -1.18903 0.09685 -1.06655
C 0.17798 0.20565 -0.39859
C 0.65208 -1.18823 0.00573
S 2.24231 -0.99367 0.84832
N -1.68955 1.42246 -1.61292
H -1.87330 -0.39304 -0.37316
H -1.02470 -0.53752 -1.97367
H 0.98400 0.70288 -1.06099
H 0.13205 0.81832 0.52702
H 0.91754 -1.84354 -0.82791
H -0.10152 -1.75007 0.60009
H 2.84111 0.15421 -0.76924
H -2.27175 1.34308 -2.39992
H -2.26270 1.81072 -0.89739
H 0.72693 0.73854 3.41586
H 1.15772 -0.41701 2.62122
O 0.58083 -0.16963 3.36209
*
```

E_LUMO: -0.0519 Eh
frontier orbital gap: 7.93 eV
HOMO level: -9.34 eV
energy relative to the best compared isomer or geometry (same formula, charge and spin): 75.6 kcal/mol
strongest force on any atom: 3.9 eV Å⁻¹

Need the Löwdin charges? In units of e they are: -0.271 -0.345 -0.648 0.647 0.004 0.106 0.121 0.082 0.101 0.055 0.099 0.165 0.032 0.044 -0.007 -0.108 -0.076


Entry 3:
Computed, not measured: 14 unconnected molecules or ions with the total composition C3H32NO15 at a distorted geometry, with wB97M-V/def2-TZVPD.

```
! RIJCOSX wB97M-V def2-TZVPD def2/J DEFGRID3
* xyz 0 2
O 1.88681 0.34893 -1.58766
C 1.92520 1.23421 -0.73273
O 1.90989 1.09193 0.48995
C 1.87777 2.78965 -1.22037
C 0.74526 3.46111 -0.43256
N 1.64509 2.86345 -2.59089
H 2.87391 3.09606 -0.91012
H -0.10552 2.82708 -0.20183
H 1.08440 3.88084 0.51171
H 0.41820 4.29251 -1.05179
H 2.32484 2.33692 -3.13764
H 0.75056 2.47668 -2.88991
H 0.63176 -1.85686 2.28651
H 1.77367 -1.85257 3.26360
O 0.81919 -1.97801 3.23086
H -1.09606 -2.08859 -3.62331
H -2.15231 -1.39751 -2.77078
O -1.93535 -2.27544 -3.18940
H -0.12993 1.43035 3.29162
H -1.36988 0.58438 3.23160
O -1.06164 1.48246 3.03171
H 0.56585 0.32278 -2.93968
H -0.83970 0.72365 -3.58886
O 0.10886 0.66018 -3.72205
H -1.42922 -3.34700 -1.07536
H -0.97602 -3.05217 0.36460
O -1.59365 -3.58495 -0.14962
H -2.04257 -1.01619 0.70150
H -2.80289 -2.19334 0.15981
O -2.95332 -1.31347 0.57214
H -2.43918 1.02373 1.52975
H -1.67775 1.96251 0.65981
O -2.56563 1.80233 0.98693
H 0.61908 -0.98277 0.14454
H 0.15784 -0.01141 1.18821
O -0.09788 -0.84838 0.77314
H -3.01140 0.33836 -2.39839
H -2.72187 -0.16713 -0.94991
O -2.34413 -0.08680 -1.84844
H 2.30704 0.70891 3.42102
H 2.12399 1.82806 2.36587
O 2.03827 1.62271 3.29653
H 2.29088 -2.05626 -0.11816
H 2.55198 -0.66009 0.42413
O 2.64475 -1.59275 0.66376
H 2.09902 -2.98565 -1.49453
H 1.22089 -1.88033 -2.08098
O 1.21636 -2.61186 -1.45238
H -2.17985 -1.78775 2.55849
H -1.24578 -2.14437 3.62354
O -1.83983 -1.41811 3.38604
*
```

E_LUMO (spin up / spin down): -0.0094 / -0.1785 Eh
frontier orbital gap (spin up / spin down): 10.33 / 5.73 eV
HOMO level (spin up / spin down): -10.58 / -10.58 eV
energy relative to the best compared isomer or geometry (same formula, charge and spin): 12.9 kcal/mol
strongest force on any atom: 3.2 eV Å⁻¹
expectation value of S²: 0.756

Need the Löwdin charges? In units of e they are: 0.051 -0.545 0.059 -0.268 0.002 0.198 0.167 0.075 0.100 0.093 0.134 0.101 -0.004 0.036 -0.065 0.018 -0.023 -0.084 0.016 0.014 -0.061 -0.002 0.033 -0.046 0.030 0.022 -0.043 -0.019 0.039 -0.073 -0.001 -0.006 -0.048 0.011 0.047 -0.046 0.078 0.035 -0.056 0.040 0.001 -0.038 -0.006 -0.006 -0.051 0.068 0.047 -0.020 0.018 0.035 -0.052


Entry 4:
Computed, not measured: a gas-phase ion, C2H3O4S2 (charge -1) at a distorted geometry, with wB97M-V/def2-TZVPD.

```
! RIJCOSX wB97M-V def2-TZVPD def2/J DEFGRID3
* xyz -1 1
C -0.48554 0.13384 0.98617
C -1.26878 0.15405 -1.21673
O 2.48592 1.52777 0.58010
O -1.77591 -2.01815 0.18574
O 0.63166 -0.41625 1.13648
O 3.07675 -0.78262 0.17633
S -1.94827 -0.56464 0.14328
S 2.19233 0.30209 -0.11910
H -0.60780 1.09041 1.42863
H -1.97136 0.78240 -1.70616
H -0.32901 -0.20889 -1.59474
*
```

E_LUMO (spin up / spin down): 0.1264 / 0.1264 Eh
frontier orbital gap (spin up / spin down): 7.23 / 7.23 eV
HOMO level (spin up / spin down): -3.79 / -3.79 eV
energy relative to the best compared isomer or geometry (same formula, charge and spin): 89.9 kcal/mol
strongest force on any atom: 1.8 eV Å⁻¹

Need the Löwdin charges? In units of e they are: -0.435 -0.339 -0.458 -0.572 -0.243 -0.447 0.696 0.789 0.064 -0.040 -0.015